Record 1
24
Properties=species:S:1:pos:R:3 method="wB97M-V/def2-TZVPD" e_lumo_ev=0.5 spin_multiplicity=1 charge=0 gap_ev=9.51
C 1.65923 -1.63819 -0.96914
C 0.95315 -0.28624 -0.48210
C 0.50097 1.18600 1.44884
C -0.69057 1.71127 0.58156
C -1.29802 0.47907 0.09319
C -0.56501 -0.15239 -0.97575
H 0.57564 -2.05099 -2.49468
H 0.76599 -2.59662 -0.28037
H 2.60074 -1.38235 -0.61869
H 1.38570 0.59483 -1.06998
H 1.90948 -0.52760 1.07793
H 0.34142 1.21011 2.80580
H 1.32386 1.52520 1.41899
H -0.44355 2.01977 -0.68243
H -1.27885 3.23853 1.39273
H -2.40170 1.09634 -0.30223
H -0.75419 -1.16270 1.42445
H -0.68928 0.07027 -1.78363
H -1.96447 -1.87363 -0.44428
N 0.96861 -0.16956 0.96422
O 1.54990 -1.92239 -2.34081
O -1.55339 2.51707 1.36564
O -1.73834 -0.43241 1.14970
O -1.15731 -1.45337 -1.27898

=====

Record 2
22
Properties=species:S:1:pos:R:3 method="wB97M-V/def2-TZVPD" e_lumo_ev=0.3 spin_multiplicity=1 charge=0 gap_ev=10.89 smiles=N.O.O.O.O.O.O
N 3.07742 -1.08329 0.16350
H 4.05070 -1.21641 -0.15237
H 3.00910 -1.97604 0.65045
H 2.60876 -1.15872 -0.73647
O 0.18428 -2.78603 -1.16218
H 0.69089 -3.59592 -1.18149
H 0.23905 -2.50162 -0.24877
O -0.71903 2.30672 -2.03383
H -0.09124 2.20562 -2.76528
H -1.44739 1.71460 -2.22561
O -0.33054 2.05328 3.76266
H -0.64704 1.84006 2.86719
H -1.21612 2.14816 4.13331
O -0.66208 -1.52656 2.48523
H -0.89923 -1.21677 1.59482
H -0.52766 -0.67794 2.92757
O -0.81528 2.00655 0.87884
H -0.92929 2.01803 -0.08097
H -0.09508 2.61512 1.04843
O -0.72854 -0.80526 -3.86556
H -1.31980 -1.35141 -4.36506
H -0.44439 -1.27642 -3.07192

=====

Record 3
95
Properties=species:S:1:pos:R:3 method="wB97M-V/def2-TZVPD" e_lumo_ev=-3.1 spin_multiplicity=1 charge=+1 gap_ev=7.39
Bi 0.21040 -0.05239 -0.93944
O -2.89947 2.70582 0.23320
C -2.32242 1.82866 -0.35689
N -1.50637 0.85368 0.22708
C -1.77553 0.43269 1.50957
O -2.66369 0.81432 2.23499
C -0.86382 -0.68346 1.97485
C -1.15774 -1.31509 3.17176
C -0.34480 -2.35339 3.59877
C 0.74203 -2.71599 2.81796
C 0.96800 -2.04824 1.62777
N 0.17132 -1.05821 1.21525
C -2.47933 1.69650 -1.85333
C -3.64642 2.15185 -2.44761
C -3.78721 2.01272 -3.81863
C -2.74857 1.45050 -4.54821
C -1.61595 1.03053 -3.87384
N -1.48875 1.14421 -2.55290
H -2.01578 -0.96874 3.72980
H -0.56099 -2.86967 4.52446
H 1.40743 -3.50985 3.12631
H 1.78506 -2.31579 0.96897
H -4.41206 2.59413 -1.82556
H -4.69300 2.33687 -4.31305
H -2.80781 1.34793 -5.62252
H -0.77408 0.59170 -4.39922
O 1.91158 -4.09986 -1.52602
C 1.26202 -3.07980 -1.63161
O 1.64339 -1.89985 -1.24722
C -0.16368 -3.15960 -2.25115
P -1.37484 -2.39387 -1.10964
C -2.95557 -2.27113 -2.00643
C -3.88613 -1.32823 -1.57346
C -5.14092 -1.26461 -2.16076
C -5.46909 -2.14207 -3.18352
C -4.54747 -3.08699 -3.61356
C -3.29384 -3.15614 -3.02738
C -1.73009 -3.72436 0.08918
C -2.93129 -3.69206 0.79938
C -3.22453 -4.69199 1.71137
C -2.32708 -5.73092 1.91935
C -1.12593 -5.75726 1.22717
C -0.81523 -4.74995 0.32491
H -0.40247 -4.19923 -2.46440
H -0.16795 -2.58826 -3.18379
H -3.63863 -0.66453 -0.75346
H -5.86258 -0.53532 -1.81502
H -6.44989 -2.09740 -3.63858
H -4.81311 -3.78187 -4.39949
H -2.58375 -3.90489 -3.35578
H -3.64487 -2.89613 0.62655
H -4.15898 -4.66011 2.25658
H -2.56950 -6.52261 2.61622
H -0.42338 -6.56621 1.38041
H 0.13133 -4.77877 -0.20141
C 5.11321 2.25973 0.12098
C 4.01147 1.29251 -0.28352
C 3.78279 1.34858 -1.79053
C 4.36254 -0.13286 0.13406
Sb 2.02508 1.73916 0.68619
C 1.43764 3.79791 -0.03039
C 0.90532 3.61850 -1.44829
C 2.62046 4.75691 -0.02730
C 0.31953 4.31999 0.86521
C 2.36613 1.85027 2.93079
C 3.61028 2.66080 3.25422
C 1.12191 2.46963 3.55520
C 2.51201 0.40824 3.40227
H 6.02565 1.99638 -0.42469
H 5.33881 2.19759 1.18412
H 4.87007 3.29312 -0.12228
H 4.70284 1.04086 -2.29775
H 3.54736 2.35790 -2.13086
H 2.99559 0.65989 -2.10977
H 5.28943 -0.43239 -0.36604
H 3.58859 -0.84625 -0.15794
H 4.53558 -0.20594 1.20944
H 1.63771 3.17048 -2.12189
H 0.64360 4.60107 -1.85491
H -0.00147 3.01330 -1.46007
H 3.34630 4.50434 -0.80124
H 3.12718 4.77981 0.93801
H 2.25776 5.76957 -0.23273
H -0.47872 3.59105 1.01785
H -0.13141 5.19834 0.39175
H 0.69808 4.63470 1.83573
H 3.62385 3.62417 2.74360
H 4.51941 2.11569 3.00241
H 3.62892 2.85685 4.33139
H 1.09595 3.54851 3.41808
H 1.13928 2.27789 4.63311
H 0.19672 2.04340 3.15961
H 3.28334 -0.13596 2.85550
H 1.56831 -0.13252 3.31258
H 2.79493 0.41147 4.46008

=====

Record 4
14
Properties=species:S:1:pos:R:3 method="wB97M-V/def2-TZVPD" e_lumo_ev=0.9 spin_multiplicity=1 charge=0 gap_ev=9.82 smiles=NCN.C
N -0.12176 -1.50633 -1.73820
C -0.51519 -0.15429 -2.10614
N -1.26998 0.60544 -1.15341
H 0.14616 -1.63974 -0.78555
H -0.66745 -2.26866 -2.11843
H 0.45852 0.36376 -2.20055
H -1.01627 -0.12932 -3.06881
H -2.28087 0.64361 -1.22228
H -1.14389 0.39046 -0.17311
C 1.76378 1.02760 4.24127
H 2.19621 1.05914 5.24779
H 2.36858 1.51411 3.49089
H 0.70818 1.27643 4.22866
H 1.75387 -0.07034 4.21600

=====

Record 5
87
Properties=species:S:1:pos:R:3 method="wB97M-V/def2-TZVPD" e_lumo_ev=-4.6 spin_multiplicity=1 charge=+2 gap_ev=7.62
Ba 2.58853 -0.24613 0.83154
C -3.57863 4.07858 -1.93725
C -3.52163 3.34445 -0.59976
N -2.62646 2.19651 -0.59567
C -1.37975 2.36909 -0.09297
C -0.49761 1.36018 0.08087
C 0.89604 1.46937 0.64594
O 1.04421 1.12931 1.82865
O 1.82590 1.66583 -0.15174
C -0.82977 0.00506 -0.24907
O -0.06194 -0.95176 -0.05313
C -2.15580 -0.15183 -0.84110
C -2.58637 -1.43058 -1.21924
C -3.82515 -1.60830 -1.76646
F -4.27070 -2.85532 -2.04843
C -4.69059 -0.52788 -2.02851
C -4.27329 0.73501 -1.63790
C -3.02327 0.95097 -1.01986
N -5.93163 -0.81709 -2.63110
C -5.87842 -1.40685 -3.96990
C -7.30223 -1.66863 -4.47660
N -8.14237 -1.96552 -3.29298
C -8.34251 -0.72563 -2.49183
C -7.03911 0.10003 -2.49574
H -4.33973 4.85365 -1.88841
H -3.81906 3.40690 -2.75530
H -2.62706 4.55166 -2.16236
H -4.51542 3.01132 -0.29480
H -3.17172 4.03826 0.16567
H -1.11780 3.37824 0.19125
H -1.93718 -2.27859 -1.05793
H -4.91603 1.57964 -1.81982
H -5.33149 -2.35087 -3.91982
H -5.35780 -0.75109 -4.68333
H -7.30989 -2.51034 -5.17187
H -7.71961 -0.79648 -4.98544
H -7.63869 -2.65615 -2.71797
H -9.04868 -2.36510 -3.55891
H -8.61763 -1.01118 -1.47572
H -9.15505 -0.14439 -2.93007
H -6.95790 0.62298 -1.54625
H -7.05352 0.84573 -3.30214
Te 1.27107 -2.06109 2.97826
C 2.75101 -2.84098 4.33692
C 3.98744 -2.23741 4.52731
C 4.86106 -2.73171 5.48454
C 4.51004 -3.83553 6.24394
C 3.28793 -4.45362 6.04193
C 2.40559 -3.95262 5.09626
C 0.80325 -0.48840 4.33011
C -0.45663 -0.48789 4.91073
C -0.76502 0.46230 5.87168
C 0.17805 1.40639 6.24352
C 1.42469 1.41860 5.63681
C 1.74148 0.46835 4.68172
H 4.28588 -1.37669 3.93047
H 5.81816 -2.25475 5.63800
H 5.18235 -4.20923 7.00066
H 3.02117 -5.32203 6.62638
H 1.44793 -4.43379 4.95019
H -1.19551 -1.22879 4.62216
H -1.73937 0.45966 6.33940
H -0.05786 2.12945 7.00994
H 2.15647 2.16638 5.90609
H 2.72366 0.48436 4.21967
C 5.21492 1.83500 -1.04388
N 6.12158 2.16617 -2.12206
C 5.47004 1.88871 -3.39584
N 5.08795 0.48297 -3.49223
C 4.19059 0.16910 -2.40173
N 4.80383 0.40756 -1.07369
C 6.04754 -0.39824 -1.01201
N 6.95916 -0.08628 -2.08978
C 7.31089 1.32846 -2.01699
C 6.29134 -0.33304 -3.36209
H 4.31588 2.45398 -1.12183
H 5.71476 2.03320 -0.08822
H 6.15381 2.13002 -4.21197
H 4.57501 2.51027 -3.48607
H 3.90981 -0.88964 -2.47197
H 3.29664 0.79586 -2.48219
H 5.78110 -1.46104 -1.06877
H 6.54676 -0.19645 -0.05670
H 7.99493 1.56724 -2.83344
H 7.81151 1.52665 -1.06570
H 6.01923 -1.39017 -3.42691
H 6.97670 -0.09438 -4.17714

=====

Record 6
13
Properties=species:S:1:pos:R:3 method="wB97M-V/def2-TZVPD" e_lumo_ev=-0.2 spin_multiplicity=1 charge=0 gap_ev=9.39
O 1.59459 1.05169 -1.17022
C 1.71975 -0.09509 -0.35400
C 0.40882 -0.47378 0.28119
C -0.60395 0.44954 0.78616
C -1.74289 -0.52256 0.86783
C -0.79792 -0.73625 -0.33041
O -0.79011 1.57908 0.29619
H 1.01932 1.68973 -0.71355
H 2.48835 0.04222 0.42113
H 2.05433 -0.90682 -1.00410
H -2.71234 -0.02538 0.82996
H -1.70089 -1.41102 1.49311
H -0.93707 -0.64136 -1.40328

=====

HOMO level list, top to bottom, in Eh: -0.3299, -0.3903, -0.3846, -0.3276, -0.4503, -0.3505
Energy relative to the best compared isomer or geometry (same formula, charge and spin) list, top to bottom, in kcal/mol: 294.1, 28.4, 0.0, 16.2, 36.6, 92.4